1.
31
Properties=species:S:1:pos:R:3:mulliken_charge:R:1 method="wB97M-V/def2-TZVPD" multiplicity=1 e_tot_ev=-103210.3675 molar_mass_g_mol=395.1 homo_energy_ha=-0.15001 e_lumo_ha=0.1075 total_charge=-1
C -0.445 0.318 1.835 -0.297
C 0.013 1.592 1.113 -0.393
O -0.868 1.777 -0.049 -0.448
C -1.746 0.744 -0.054 -0.282
C -1.570 -0.157 0.975 -0.434
H 0.367 -0.410 1.897 0.203
H -0.772 0.556 2.849 0.258
H -0.068 2.481 1.754 0.259
H 1.043 1.494 0.740 0.272
H -2.482 0.708 -0.851 0.436
H -2.104 -1.095 1.111 0.533
O 3.965 -3.413 -1.189 -0.404
C 3.368 -3.535 -2.178 0.137
Co 2.275 -3.632 -3.539 0.221
C 2.368 -1.959 -4.020 0.012
O 2.414 -0.832 -4.288 -0.361
C 3.115 -4.685 -4.663 0.107
O 3.672 -5.385 -5.403 -0.395
C 0.554 -4.103 -2.546 0.297
C -0.243 -3.102 -1.963 -0.251
C -0.446 -2.469 -0.799 -0.505
Co -0.657 -3.430 -3.670 0.082
C -0.916 -1.714 -4.074 0.113
O -1.151 -0.614 -4.360 -0.378
C -2.394 -3.889 -3.476 0.102
O -3.530 -4.101 -3.439 -0.382
C -0.240 -4.153 -5.250 0.312
O -0.058 -4.546 -6.322 -0.383
H 0.720 -5.101 -2.102 0.443
H -1.270 -1.757 -0.682 -0.106
H 0.182 -2.697 0.079 0.231

=====

2.
102
Properties=species:S:1:pos:R:3:mulliken_charge:R:1 method="wB97M-V/def2-TZVPD" multiplicity=1 e_tot_ev=-95615.8916 molar_mass_g_mol=902.6 homo_energy_ha=-0.42336 e_lumo_ha=-0.1365 total_charge=+1
N 3.480 1.770 -1.938 -0.588
C 2.366 2.168 -1.531 -0.275
C 1.728 1.610 -0.261 -0.887
C 0.213 1.325 -0.389 -0.440
O -0.613 2.114 0.423 -0.473
C -0.496 1.874 1.821 -0.644
C 0.061 0.498 2.267 -0.739
N 0.080 -0.598 1.223 0.135
C -0.162 -0.159 -0.182 -0.592
B 0.630 -1.111 -1.240 0.638
N 2.022 -1.442 -0.971 -0.490
O 0.032 -1.604 -2.352 -0.439
S -1.969 -0.318 -0.463 1.537
O -2.317 0.505 -1.562 -0.632
O -2.698 0.032 0.707 -0.598
F -2.346 -1.787 -0.810 -0.200
H 3.857 1.055 -1.314 0.258
H 1.801 2.950 -2.044 0.459
H 2.283 0.750 0.125 0.489
H 1.838 2.384 0.510 0.334
H -0.076 1.558 -1.419 0.803
H -1.496 1.990 2.239 0.443
H 0.120 2.663 2.263 0.417
H -0.480 0.113 3.129 0.449
H 1.090 0.637 2.600 0.355
H -0.566 -1.338 1.513 0.550
H 1.020 -1.026 1.234 0.452
H 2.186 -2.442 -1.102 0.224
H 2.588 -0.891 -1.615 0.175
H -0.608 -0.987 -2.751 0.329
C 8.553 5.026 -1.121 -0.226
C 8.226 3.754 -0.906 -0.144
C 7.072 3.130 -1.593 0.255
O 6.770 1.968 -1.397 -0.572
C 6.291 3.970 -2.532 -0.291
C 6.614 5.242 -2.749 -0.431
C 7.771 5.868 -2.061 0.234
O 8.067 7.027 -2.262 -0.535
H 9.387 5.502 -0.633 0.422
H 8.781 3.124 -0.226 0.442
H 5.452 3.491 -3.022 0.424
H 6.058 5.874 -3.430 0.426
C -7.576 -2.080 2.665 -0.325
C -7.712 -0.759 2.751 -0.526
C -6.651 0.154 2.264 0.175
O -6.765 1.358 2.341 -0.568
C -5.435 -0.461 1.675 -0.299
C -5.302 -1.781 1.590 -0.037
C -6.363 -2.695 2.078 0.165
O -6.238 -3.900 1.997 -0.568
H -8.341 -2.761 3.017 0.396
H -8.593 -0.295 3.177 0.509
H -4.674 0.219 1.323 0.704
H -4.423 -2.250 1.164 0.369
C -7.181 -0.277 -4.861 -0.459
C -7.680 -0.268 -3.626 -0.439
C -6.793 -0.237 -2.439 0.129
O -7.242 -0.231 -1.312 -0.452
C -5.329 -0.215 -2.680 0.093
C -4.830 -0.224 -3.912 -0.054
C -5.718 -0.255 -5.101 0.133
O -5.260 -0.261 -6.223 -0.537
H -7.812 -0.300 -5.740 0.416
H -8.745 -0.283 -3.431 0.436
H -4.700 -0.192 -1.801 0.271
H -3.765 -0.208 -4.106 0.439
C 12.022 4.479 1.532 -0.163
C 13.135 4.735 2.214 -0.414
C 13.101 5.502 3.484 0.321
O 14.113 5.737 4.104 -0.524
C 11.777 5.970 3.964 -0.384
C 10.664 5.713 3.281 -0.360
C 10.701 4.947 2.014 0.328
O 9.683 4.711 1.390 -0.479
H 12.026 3.922 0.603 0.436
H 14.109 4.401 1.879 0.408
H 11.772 6.527 4.892 0.397
H 9.690 6.047 3.614 0.415
C -10.691 -4.847 4.113 -0.188
C -10.829 -6.046 4.672 -0.392
C -11.024 -6.195 6.136 0.337
O -11.148 -7.287 6.646 -0.531
C -11.061 -4.955 6.951 -0.327
C -10.922 -3.756 6.391 -0.431
C -10.727 -3.609 4.929 0.452
O -10.602 -2.514 4.418 -0.560
H -10.547 -4.718 3.048 0.433
H -10.806 -6.961 4.094 0.408
H -11.205 -5.085 8.016 0.404
H -10.946 -2.841 6.968 0.413
C 2.348 -4.409 -5.854 -0.362
C 1.756 -4.391 -4.663 -0.409
C 2.548 -4.310 -3.415 0.579
O 2.003 -4.295 -2.325 -0.657
C 4.023 -4.249 -3.537 -0.351
C 4.618 -4.267 -4.727 -0.354
C 3.826 -4.347 -5.981 0.307
O 4.365 -4.361 -7.064 -0.511
H 1.788 -4.468 -6.779 0.416
H 0.681 -4.435 -4.549 0.456
H 4.582 -4.191 -2.611 0.437
H 5.694 -4.224 -4.838 0.421

=====

3.
15
Properties=species:S:1:pos:R:3:mulliken_charge:R:1 method="wB97M-V/def2-TZVPD" smiles="C1=C[N@@H+]2CP=C[C@@H]2S1" multiplicity=1 e_tot_ev=-26904.0972 molar_mass_g_mol=144.2 de_lowest_kcal_mol=0.0 homo_energy_ha=-0.48764 e_lumo_ha=-0.1560 total_charge=+1
C 1.880 0.759 0.429 -0.083
C 1.003 -0.001 1.074 -0.648
N -0.387 0.112 0.659 -0.003
C -1.086 -1.174 0.470 -0.719
P -0.856 -1.741 -1.325 0.001
C -0.467 -0.182 -1.785 -0.251
C -0.358 0.885 -0.781 -0.059
S 1.268 1.761 -0.840 -0.017
H 2.929 0.822 0.653 0.419
H 1.219 -0.677 1.878 0.427
H -0.894 0.686 1.338 0.354
H -0.712 -1.914 1.180 0.431
H -2.157 -1.041 0.652 0.399
H -0.222 0.082 -2.801 0.363
H -1.160 1.623 -0.801 0.387